Here is 12 unconnected molecules or ions with the total composition C30H62N18O6 at a distorted geometry from the OMol25 dataset. Energies are from the ωB97M-V functional and the def2-TZVPD basis.

Summary:
- HOMO level: -0.2964 Eh
- Total charge: 0
- Lowest unoccupied orbital energy: -0.005 eV
- Strongest force on any atom: 0.045 hartree/bohr
- SMILES: c1cc[nH]c1.c1cc[nH]c1.NC(N)=O.NC(N)=O.NC(N)=O.NC(N)=O.NC(N)=O.NC(N)=O.CCCC#N.CCCC#N.CCCC#N.CCCC#N

Bonds (Å) are listed after each position.
Element x y z (Å)
1 C 0.16930 -0.41225 -1.40848  C2 1.417, C5 1.361, H6 1.080
2 C -1.10848 -0.07537 -0.89827  C1 1.417, C3 1.376, H7 1.076
3 C -0.95061 -0.03969 0.46832  C2 1.376, N4 1.389, H8 1.080
4 N 0.38143 -0.23493 0.80853  C3 1.389, C5 1.379, H9 1.006
5 C 1.03769 -0.53265 -0.36764  C1 1.361, N4 1.379, H10 1.080
6 H 0.41988 -0.37340 -2.45806  C1 1.080
7 H -2.00669 0.18875 -1.42891  C2 1.076
8 H -1.67959 0.27433 1.20123  C3 1.080
9 H 0.86242 -0.10439 1.68271  N4 1.006
10 H 2.11332 -0.62680 -0.34430  C5 1.080
11 C 4.83591 -3.20671 1.29610  C12 1.399, C15 1.394, H16 1.079
12 C 3.69983 -3.98577 1.05424  C11 1.399, C13 1.365, H17 1.079
13 C 2.62314 -3.34768 1.59873  C12 1.365, N14 1.358, H18 1.078
14 N 3.07844 -2.25031 2.25626  C13 1.358, C15 1.376, H19 1.016
15 C 4.43125 -2.10506 2.04890  C11 1.394, N14 1.376, H20 1.076
16 H 5.82801 -3.40283 0.91881  C11 1.079
17 H 3.66336 -4.88184 0.45477  C12 1.079
18 H 1.58353 -3.63121 1.63689  C13 1.078
19 H 2.51193 -1.57038 2.75625  N14 1.016
20 H 4.83611 -1.16650 2.38653  C15 1.076
21 N 0.69226 0.80678 4.91875  C22 1.354, H25 1.002, H26 1.005
22 C 0.81391 -0.51576 4.65678  N21 1.354, N23 1.354, O24 1.243
23 N 0.83840 -1.29987 5.75998  C22 1.354, H27 1.000, H28 1.008
24 O 0.94117 -0.98342 3.51225  C22 1.243
25 H 0.39577 1.14543 5.81341  N21 1.002
26 H 0.80153 1.47969 4.17967  N21 1.005
27 H 1.02800 -0.95515 6.67959  N23 1.000
28 H 0.94784 -2.28318 5.56928  N23 1.008
29 N -3.04472 3.25911 -2.55785  C30 1.371, H33 1.005, H34 1.000
30 C -2.04477 3.43920 -1.63706  N29 1.371, N31 1.349, O32 1.234
31 N -0.92250 2.73504 -1.89194  C30 1.349, H35 1.006, H36 1.007
32 O -2.18023 4.18305 -0.66124  C30 1.234
33 H -2.80293 2.79869 -3.41738  N29 1.005
34 H -3.94157 3.68413 -2.43686  N29 1.000
35 H -0.95362 2.07309 -2.64949  N31 1.006
36 H -0.17850 2.82026 -1.21866  N31 1.007
37 N -1.01393 2.97442 2.93534  C38 1.368, H41 1.017, H42 1.004
38 C -0.95124 4.23037 3.47269  N37 1.368, N39 1.352, O40 1.233
39 N -0.30570 5.10366 2.66663  C38 1.352, H43 1.001, H44 1.007
40 O -1.46866 4.50774 4.55732  C38 1.233
41 H -1.54125 2.39095 3.57950  N37 1.017
42 H -0.70546 2.69891 2.02102  N37 1.004
43 H 0.25479 4.75943 1.91172  N39 1.001
44 H -0.16190 6.01031 3.08057  N39 1.007
45 N -0.86254 -3.29120 -0.63149  C46 1.368, H49 1.012, H50 1.002
46 C -0.92271 -3.98279 0.54732  N45 1.368, N47 1.361, O48 1.237
47 N -0.98094 -3.21387 1.66920  C46 1.361, H51 1.003, H52 1.009
48 O -0.96103 -5.21406 0.65674  C46 1.237
49 H -0.85042 -2.27969 -0.63598  N45 1.012
50 H -0.62681 -3.80118 -1.46059  N45 1.002
51 H -0.89834 -3.74554 2.51516  N47 1.003
52 H -0.67956 -2.25390 1.58977  N47 1.009
53 N 5.34840 -1.09017 -1.08249  C54 1.348, H57 1.011, H58 1.003
54 C 5.42651 0.14674 -0.55285  N53 1.348, N55 1.363, O56 1.239
55 N 6.15059 1.03145 -1.29427  C54 1.363, H59 1.001, H60 1.004
56 O 4.80065 0.53657 0.44307  C54 1.239
57 H 4.87286 -1.85084 -0.61544  N53 1.011
58 H 5.90728 -1.36034 -1.86988  N53 1.003
59 H 6.46253 0.75198 -2.20336  N55 1.001
60 H 6.32433 1.92472 -0.87101  N55 1.004
61 N 2.37958 2.08959 1.17193  C62 1.358, H65 1.009, H66 1.003
62 C 2.02613 2.93458 0.16933  N61 1.358, N63 1.359, O64 1.233
63 N 2.82876 2.82246 -0.92096  C62 1.359, H67 1.005, H68 1.004
64 O 1.05171 3.68022 0.28908  C62 1.233
65 H 3.14742 1.44566 1.05465  N61 1.009
66 H 1.95923 2.27747 2.06325  N61 1.003
67 H 2.71269 3.48213 -1.67075  N63 1.005
68 H 3.62933 2.21775 -0.96095  N63 1.004
69 C -5.39211 -0.91992 0.41132  C70 1.551, H74 1.091, H75 1.094, H76 1.086
70 C -5.22998 0.60992 0.60634  C69 1.551, C71 1.509, H77 1.093, H78 1.090
71 C -6.31958 1.44574 -0.01957  C70 1.509, C72 1.472, H79 1.093, H80 1.092
72 C -6.49580 1.28797 -1.47230  C71 1.472, N73 1.146
73 N -6.52773 1.18689 -2.61307  C72 1.146
74 H -5.34651 -1.15967 -0.65206  C69 1.091
75 H -6.41230 -1.21576 0.67381  C69 1.094
76 H -4.67298 -1.47625 1.00565  C69 1.086
77 H -4.26937 0.87145 0.15544  C70 1.093
78 H -5.12158 0.84096 1.66568  C70 1.090
79 H -6.02704 2.48427 0.15644  C71 1.093
80 H -7.30936 1.28110 0.41239  C71 1.092
81 C -2.39851 -2.82357 5.16941  C82 1.525, H86 1.091, H87 1.090, H88 1.091
82 C -3.48293 -1.96963 5.81850  C81 1.525, C83 1.530, H89 1.088, H90 1.095
83 C -3.09101 -0.50587 6.02781  C82 1.530, C84 1.464, H91 1.098, H92 1.090
84 C -2.84320 0.25230 4.80005  C83 1.464, N85 1.147
85 N -2.67429 0.84077 3.83025  C84 1.147
86 H -1.91227 -2.33470 4.32405  C81 1.091
87 H -2.84740 -3.71917 4.73972  C81 1.090
88 H -1.70711 -3.09320 5.96890  C81 1.091
89 H -3.84297 -2.38972 6.75485  C82 1.088
90 H -4.32213 -1.90811 5.11735  C82 1.095
91 H -2.12919 -0.49968 6.55735  C83 1.098
92 H -3.77807 0.07747 6.64047  C83 1.090
93 C 2.89340 0.46708 -3.75285  C94 1.532, H98 1.095, H99 1.091, H100 1.088
94 C 3.99187 1.23476 -4.49527  C93 1.532, C95 1.537, H101 1.096, H102 1.093
95 C 3.45194 2.09486 -5.64863  C94 1.537, C96 1.474, H103 1.089, H104 1.091
96 C 2.48002 1.36924 -6.48609  C95 1.474, N97 1.144
97 N 1.73747 0.83348 -7.17262  C96 1.144
98 H 2.35683 -0.14903 -4.48205  C93 1.095
99 H 2.11628 1.13133 -3.37331  C93 1.091
100 H 3.29230 -0.23804 -3.02590  C93 1.088
101 H 4.70669 0.51195 -4.90540  C94 1.096
102 H 4.64010 1.72791 -3.76689  C94 1.093
103 H 4.27882 2.42865 -6.27394  C95 1.089
104 H 2.93427 2.97246 -5.25787  C95 1.091
105 C -1.34683 -2.76951 -4.85622  C106 1.534, H110 1.088, H111 1.094, H112 1.087
106 C -0.76850 -2.03642 -6.07279  C105 1.534, C107 1.530, H113 1.091, H114 1.093
107 C -1.29349 -0.62602 -6.34864  C106 1.530, C108 1.458, H115 1.097, H116 1.088
108 C -1.16089 0.35779 -5.28097  C107 1.458, N109 1.146
109 N -0.98900 1.09479 -4.41982  C108 1.146
110 H -2.40316 -2.52398 -4.76371  C105 1.088
111 H -0.79335 -2.40694 -3.98512  C105 1.094
112 H -1.10642 -3.82945 -4.89013  C105 1.087
113 H -0.97805 -2.62302 -6.96906  C106 1.091
114 H 0.31961 -1.98420 -5.98295  C106 1.093
115 H -2.37735 -0.74687 -6.46837  C107 1.097
116 H -0.90164 -0.29036 -7.30627  C107 1.088

Results of the Löwdin charge analysis, in e, for atoms 1 through 99: C -0.148; C -0.125; C -0.142; N 0.042; C -0.137; H 0.069; H 0.099; H 0.095; H 0.085; H 0.102; C -0.151; C -0.121; C -0.131; N 0.025; C -0.128; H 0.090; H 0.095; H 0.095; H 0.089; H 0.100; N 0.191; C -0.633; N 0.173; O -0.031; H 0.108; H 0.084; H 0.106; H 0.115; N 0.151; C -0.687; N 0.161; O -0.007; H 0.065; H 0.091; H 0.004; H 0.064; N 0.145; C -0.692; N 0.169; O -0.010; H 0.017; H 0.074; H 0.052; H 0.105; N 0.184; C -0.683; N 0.155; O -0.010; H 0.035; H 0.098; H 0.092; H 0.054; N 0.189; C -0.652; N 0.159; O -0.022; H 0.080; H 0.105; H 0.092; H 0.113; N 0.174; C -0.647; N 0.188; O 0.001; H 0.056; H 0.092; H 0.109; H 0.066; C -0.094; C -0.257; C -0.198; C -0.237; N 0.135; H 0.068; H 0.069; H 0.064; H 0.097; H 0.100; H 0.122; H 0.118; C -0.103; C -0.248; C -0.181; C -0.181; N 0.183; H 0.054; H 0.079; H 0.070; H 0.111; H 0.111; H 0.109; H 0.123; C -0.115; C -0.260; C -0.166; C -0.219; N 0.168; H 0.060; H 0.063

Here is 2 unconnected molecules or ions with the total composition C13H20NO at a distorted geometry from the OMol25 dataset. Energies are from the ωB97M-V functional and the def2-TZVPD basis.

Summary:
- HOMO level: -0.3931 Eh
- Total charge: +1
- Lowest unoccupied orbital energy: -4.631 eV
- Relative energy (zero: lowest compared OMol25 entry of this formula, charge and spin): 645.4 kJ/mol
- Strongest force on any atom: 0.109 hartree/bohr

Bonds (Å) are listed after each position.
Element x y z (Å)
1 C 0.72223 -3.06835 -1.96996  C2 1.229, H16 1.055
2 C 1.38727 -2.55107 -1.07568  C1 1.229, C13 1.418
3 C -5.48032 -1.46776 0.36964  C4 1.374, H17 1.072, H18 0.993
4 C -4.44634 -0.86683 1.04527  C3 1.374, C5 1.436, H19 1.086
5 C -3.38723 -0.24442 0.30161  C4 1.436, C6 1.335, H20 1.106
6 C -2.37636 0.55761 0.64562  C5 1.335, C7 1.442, H21 1.142
7 C -1.27407 1.06681 -0.13278  C6 1.442, C8 1.369, H22 1.094
8 C -0.52016 2.12073 0.30958  C7 1.369, C10 1.481, H23 1.063
9 C 3.48142 -1.91478 0.30148  C13 1.518, H24 1.159, H25 1.080, H26 1.097
10 C 0.43757 2.86389 -0.54033  C8 1.481, C11 1.528, H27 1.105, H28 1.144
11 C 1.87052 2.66945 -0.04639  C10 1.528, C12 1.546, H29 1.108, H30 1.120
12 C 2.19872 1.17777 0.19073  C11 1.546, N14 1.415, H31 1.073, H32 1.085
13 C 1.99670 -1.84454 -0.00793  C2 1.418, C9 1.518, O15 1.356
14 N 1.96279 0.13681 -0.73776  C12 1.415, H33 1.038, H34 0.993
15 O 1.29501 -1.69091 1.14202  C13 1.356, H35 1.033
16 H 0.32885 -3.62222 -2.77742  C1 1.055
17 H -6.25020 -2.07695 0.79904  C3 1.072
18 H -5.53902 -1.51092 -0.62021  C3 0.993
19 H -4.26402 -0.52707 2.06020  C4 1.086
20 H -3.58195 -0.33979 -0.78268  C5 1.106
21 H -2.23978 0.76476 1.76023  C6 1.142
22 H -1.31123 0.55100 -1.09638  C7 1.094
23 H -0.71341 2.43204 1.30715  C8 1.063
24 H 3.73156 -2.64266 1.16852  C9 1.159
25 H 4.02958 -2.37974 -0.50452  C9 1.080
26 H 3.87420 -0.94224 0.62196  C9 1.097
27 H 0.17354 2.49055 -1.54656  C10 1.105
28 H 0.12188 3.96270 -0.50195  C10 1.144
29 H 2.66095 3.17167 -0.63903  C11 1.108
30 H 1.89686 3.12305 0.97729  C11 1.120
31 H 3.25140 1.24314 0.39068  C12 1.073
32 H 1.75800 0.96776 1.16024  C12 1.085
33 H 2.83739 0.03819 -1.28729  N14 1.038
34 H 1.06402 0.15413 -1.15991  N14 0.993
35 H 0.30365 -1.80184 0.87551  O15 1.033

Want to see where the charge sits? The Löwdin charges in e are: C 0.243; C -0.029; C 0.067; C -0.146; C -0.165; C -0.145; C -0.127; C -0.121; C 0.008; C -0.212; C -0.161; C -0.259; C -0.355; N 0.099; O 0.080; H 0.058; H 0.059; H 0.008; H 0.104; H 0.117; H 0.135; H 0.113; H 0.110; H 0.147; H 0.091; H 0.087; H 0.116; H 0.148; H 0.121; H 0.135; H 0.112; H 0.121; H 0.157; H 0.096; H 0.189

Here is 11 unconnected molecules or ions with the total composition H22O11 from the OMol25 dataset. Energies are from the ωB97M-V functional and the def2-TZVPD basis.

Summary:
- HOMO level: -0.4142 Eh
- Total charge: 0
- Lowest unoccupied orbital energy: 0.128 eV
- Relative energy (zero: lowest compared OMol25 entry of this formula, charge and spin): 255.3 kJ/mol
- Strongest force on any atom: 0.006 hartree/bohr
- SMILES: O.O.O.O.O.O.O.O.O.O.O

Bonds (Å) are listed after each position.
Element x y z (Å)
1 O 13.39002 21.35658 22.92651  H2 0.957, H3 0.957
2 H 13.65376 20.81253 22.18443  O1 0.957
3 H 12.77435 21.98799 22.55435  O1 0.957
4 O 13.63677 29.02763 21.32049  H5 0.957, H6 0.957
5 H 14.51174 29.08896 21.70377  O4 0.957
6 H 13.75761 28.50261 20.52929  O4 0.957
7 O 19.43615 22.49323 13.99437  H8 0.957, H9 0.957
8 H 20.30153 22.65563 14.36982  O7 0.957
9 H 18.83961 23.01371 14.53239  O7 0.957
10 O 9.86899 22.35310 12.65807  H11 0.957, H12 0.957
11 H 9.89545 22.81858 11.82210  O10 0.957
12 H 9.26231 21.62772 12.50977  O10 0.957
13 O 13.06267 23.31967 17.96699  H14 0.957, H15 0.957
14 H 13.98504 23.07109 17.90647  O13 0.957
15 H 12.67718 23.01322 17.14619  O13 0.957
16 O 14.24374 17.75443 19.37801  H17 0.957, H18 0.957
17 H 14.80774 17.89375 18.61727  O16 0.957
18 H 14.05488 16.81609 19.36811  O16 0.957
19 O 14.15608 28.26979 16.26550  H20 0.957, H21 0.957
20 H 14.15138 29.21449 16.11142  O19 0.957
21 H 13.26641 27.98758 16.05319  O19 0.957
22 O 7.89848 23.23996 19.07712  H23 0.957, H24 0.957
23 H 8.60949 23.87963 19.03826  O22 0.957
24 H 7.11333 23.76334 19.23789  O22 0.957
25 O 17.40738 25.01229 17.12574  H26 0.957, H27 0.957
26 H 17.84531 25.72910 17.58469  O25 0.957
27 H 16.59012 25.39526 16.80691  O25 0.957
28 O 9.83768 26.90656 15.01751  H29 0.957, H30 0.957
29 H 9.51803 26.19835 14.45849  O28 0.957
30 H 9.04527 27.35285 15.31612  O28 0.957
31 O 9.58656 18.49172 18.93965  H32 0.957, H33 0.957
32 H 10.54280 18.52472 18.96707  O31 0.957
33 H 9.31902 19.39993 18.79893  O31 0.957

Want to see where the charge sits? The Löwdin charges in e are: O -0.054; H 0.026; H 0.028; O -0.055; H 0.028; H 0.026; O -0.054; H 0.028; H 0.023; O -0.055; H 0.027; H 0.029; O -0.055; H 0.026; H 0.029; O -0.055; H 0.028; H 0.029; O -0.055; H 0.029; H 0.027; O -0.055; H 0.028; H 0.028; O -0.054; H 0.030; H 0.026; O -0.054; H 0.028; H 0.028; O -0.053; H 0.024; H 0.028